{"formula": "C10H20N2Si", "method": "the ωB97M-V functional and the def2-TZVPD basis", "species": ["Si", "N", "N", "C", "C", "C", "C", "C", "C", "C", "C", "C", "C", "H", "H", "H", "H", "H", "H", "H", "H", "H", "H", "H", "H", "H", "H", "H", "H", "H", "H", "H", "H"], "positions_angstrom": [[-0.23055, -0.44504, 0.43708], [1.02216, 1.35397, -1.55746], [-0.83004, 0.25022, -2.15511], [-2.39901, -2.08519, -0.45102], [-1.70222, 0.37779, 1.45546], [2.10421, 1.80487, -0.85691], [0.74094, 1.58687, -2.90035], [-1.45475, 1.78970, 2.11889], [1.33320, -0.62932, 1.64725], [-1.00682, -2.28634, -0.07680], [-0.35499, 0.92495, -3.23179], [2.54065, -1.41101, 1.14437], [0.05056, 0.46088, -1.21204], [-1.02221, -2.94971, 0.80251], [1.63022, 0.45290, 1.67659], [-2.49352, 0.43118, 0.84457], [-2.21454, 2.01907, 2.85173], [-2.04403, -0.24388, 2.20876], [2.09752, 1.36801, 0.11695], [2.78084, -2.32170, 1.77005], [-0.55351, 1.77503, 2.75759], [2.18883, 2.84922, -0.81932], [1.32424, 2.24203, -3.52625], [0.88553, -0.95395, 2.57216], [-2.71610, -2.86629, -1.11453], [-2.47085, -1.03840, -0.88551], [-1.63326, 2.62329, 1.34499], [3.31105, -0.64273, 0.83106], [-3.18170, -2.14636, 0.32022], [3.11317, 1.47033, -1.15398], [-0.78833, 0.96994, -4.24839], [2.38457, -1.92053, 0.19000], [-0.41125, -2.80980, -0.90078]], "total_charge": 0, "e_tot_ha": -791.97201}

{"formula": "C3H2BrCl", "method": "the ωB97M-V functional and the def2-TZVPD basis", "species": ["Br", "Cl", "C", "C", "C", "H", "H"], "positions_angstrom": [[-0.51077, 2.29531, 1.04096], [2.22250, -0.60312, 0.01091], [0.81311, -1.38979, 0.34613], [-0.34614, -0.28266, -0.10673], [-0.57014, 1.33177, -0.52503], [-0.31767, -0.81238, -1.07153], [-1.29090, -0.53913, 0.30528]], "total_charge": 0, "e_tot_ha": -3149.43581}

{"formula": "C5H8N2S2", "method": "the ωB97M-V functional and the def2-TZVPD basis", "species": ["S", "S", "N", "N", "C", "C", "C", "C", "C", "H", "H", "H", "H", "H", "H", "H", "H"], "positions_angstrom": [[0.73331, -1.32331, 1.63392], [-0.13243, -1.08693, -2.56453], [1.21232, -2.59407, 0.75172], [0.11251, -0.58756, 0.02267], [0.34465, -1.42685, -1.03441], [0.69740, 1.74518, -0.14973], [-0.46856, 0.72529, -0.16775], [1.00287, -2.53778, -0.52858], [-1.49049, 0.92543, 0.94846], [-0.97210, 0.56260, -1.16548], [1.64233, 1.30627, -0.47807], [0.75946, 2.29134, 0.83717], [-1.36257, 0.17472, 1.60703], [0.36178, 2.57378, -0.74410], [-2.53069, 0.95223, 0.56403], [-1.16407, 1.80839, 1.54589], [1.25428, -3.50870, -1.07824]], "total_charge": 0, "e_tot_ha": -1101.14055}

{"formula": "C4H10O3S", "method": "the ωB97M-V functional and the def2-TZVPD basis", "species": ["S", "O", "O", "O", "C", "C", "C", "C", "H", "H", "H", "H", "H", "H", "H", "H", "H", "H"], "positions_angstrom": [[-0.56791, 1.99819, 0.79364], [-0.07308, -2.59176, 1.03395], [0.38356, -2.55654, -1.16376], [0.75351, -1.51651, -3.94781], [-0.69800, 2.66665, 2.44778], [0.11331, -0.44495, -0.08444], [0.00569, 0.38151, 1.22085], [0.15071, -1.97469, -0.00453], [0.97249, 0.43345, 1.75757], [-0.74244, -0.04621, 1.91569], [0.98153, -0.11214, -0.68517], [0.49560, -0.59230, -4.16591], [-1.54398, 2.30607, 3.05680], [0.40586, -1.94199, -1.94725], [0.75870, -1.98353, -4.81391], [0.23410, 2.52130, 3.01933], [-0.83251, 3.74564, 2.26260], [-0.79710, -0.29216, -0.69539]], "total_charge": 0, "e_tot_ha": -782.32282}

{"formula": "C40H100F12N5O5P2", "method": "the ωB97M-V functional and the def2-TZVPD basis", "species": ["P", "P", "F", "F", "F", "F", "F", "F", "F", "F", "F", "F", "F", "F", "O", "O", "O", "O", "O", "N", "N", "N", "N", "N", "C", "C", "C", "C", "C", "C", "C", "C", "C", "C", "C", "C", "C", "C", "C", "C", "C", "C", "C", "C", "C", "C", "C", "C", "C", "C", "C", "C", "C", "C", "C", "C", "C", "C", "C", "C", "C", "C", "C", "C", "H", "H", "H", "H", "H", "H", "H", "H", "H", "H", "H", "H", "H", "H", "H", "H", "H", "H", "H", "H", "H", "H", "H", "H", "H", "H", "H", "H", "H", "H", "H", "H", "H", "H", "H", "H", "H", "H", "H", "H", "H", "H", "H", "H", "H", "H", "H", "H", "H", "H", "H", "H", "H", "H", "H", "H", "H", "H", "H", "H", "H", "H", "H", "H", "H", "H", "H", "H", "H", "H", "H", "H", "H", "H", "H", "H", "H", "H", "H", "H", "H", "H", "H", "H", "H", "H", "H", "H", "H", "H", "H", "H", "H", "H", "H", "H", "H", "H", "H", "H"], "positions_angstrom": [[-3.88931, 2.16739, -4.41096], [2.55449, -0.25187, -0.45926], [-3.63606, 3.65885, -5.11010], [-3.78125, 2.93272, -3.00266], [1.02394, -0.47935, -0.95976], [3.27774, -0.73905, -1.89438], [4.04145, -0.19733, 0.28899], [-2.31576, 1.77557, -4.18683], [-4.21947, 0.74803, -3.68449], [2.57902, 1.30298, -0.74256], [2.59904, -1.83064, -0.07127], [1.92017, 0.33752, 0.97933], [-5.53891, 2.32369, -4.28765], [-3.96299, 1.52561, -5.90363], [9.52095, 3.32429, -3.56793], [-2.02795, -4.11169, -9.64142], [-5.62998, -3.72439, 1.62697], [-1.20212, -0.63906, 6.99874], [-2.61598, 9.95781, -0.15430], [9.51622, 4.09802, -0.73091], [-1.69851, 8.49730, 2.19940], [-7.20527, -6.61410, 1.81516], [1.11625, -2.69815, 6.37529], [-1.03123, -4.29251, -6.63697], [-3.14175, 10.73313, -1.25126], [8.88654, 5.30905, -1.45699], [2.48307, -3.36822, 6.46991], [-0.99607, 8.20712, 3.53428], [-1.99767, 7.11847, 1.39228], [-0.23141, -0.33859, 5.92037], [9.96547, 4.65084, 0.66502], [-0.74751, 9.42452, 1.37277], [-2.14575, 0.35388, 7.12561], [10.67575, 3.78460, 1.75668], [-6.92500, -7.47987, 0.57633], [-6.09006, -6.73843, 2.86936], [-0.96295, -3.41123, -9.12623], [-1.53689, -5.65583, -7.09138], [8.60383, 2.91635, -0.50811], [8.70558, 2.36434, -4.24018], [3.24986, -3.38550, 5.07186], [-3.14335, 9.02718, 2.43554], [-8.44210, -7.30963, 2.34663], [-9.08818, -6.63291, 3.50374], [1.10672, -1.10485, 6.16438], [-1.10389, 9.12436, 4.76110], [0.23589, -4.93066, 5.24578], [-0.76245, 6.31230, 1.04788], [1.06984, -5.34722, -5.37274], [0.53571, -4.31363, -6.47140], [-4.33518, -3.40509, 1.26239], [-1.71719, -3.89978, -5.31551], [-6.45834, -4.40599, 0.69937], [-1.20149, 9.71733, -0.06016], [-5.78146, -8.15551, 3.45750], [-2.01751, -4.17124, -11.10638], [0.18062, -3.33824, 5.31238], [0.43481, -2.94008, 7.83966], [10.51028, 2.78988, -2.69732], [-3.09610, -5.71491, -7.33218], [7.27805, 5.41130, -1.32601], [10.75879, 3.62212, -1.43104], [-7.59800, -5.17520, 1.37468], [-1.33984, -3.08582, -7.63365], [-8.52065, -6.54764, 4.43042], [10.26323, 1.76380, -2.42482], [-3.77277, 8.87022, 1.55959], [-0.83701, -3.04994, 5.57583], [-2.80127, -4.01318, -5.31424], [-2.84602, -4.64638, -11.63165], [-4.02463, 11.23720, -0.85817], [-1.43152, -4.55660, -4.49388], [-1.43030, 7.25742, 3.84671], [0.05499, -3.78467, -9.23781], [0.19914, 0.66123, 5.97581], [11.55128, 3.30723, 1.31661], [0.18647, -5.50837, 6.16878], [-3.61310, 8.55794, 3.29998], [-2.70658, 6.53371, 1.97846], [-0.02579, 7.84478, 3.19457], [-6.60280, -8.84695, 3.64569], [11.46624, 2.63569, -3.19778], [4.09287, -4.04688, 5.27186], [-0.49734, 10.31434, 1.95048], [1.17251, -5.38254, 4.91921], [2.05133, -4.88315, -5.27566], [-0.85366, -2.39179, -9.49626], [7.97373, 2.57241, -1.32835], [-7.89843, -4.59512, 2.24723], [-1.14491, -4.67997, -11.51608], [9.24293, 1.50846, -4.64866], [10.70200, 5.45120, 0.59409], [-1.90762, -3.20471, -11.59816], [-5.20401, -6.41839, 2.32110], [-0.60771, 10.59713, -0.30814], [11.37878, 3.05414, -0.73742], [-3.14379, 10.08507, 2.69817], [0.68405, -3.25838, -6.24217], [3.04720, -2.79797, 7.20793], [-2.13968, 9.19716, 5.09268], [9.99451, 3.01448, 2.11853], [1.64168, -1.08932, 5.21482], [-6.12614, -5.04263, -0.12065], [-0.24478, 6.00552, 1.95674], [-10.04529, -7.09399, 3.74757], [-0.57324, -5.38625, 4.67498], [8.21416, 2.74623, -5.13504], [-0.52392, -0.51671, 4.88558], [-2.37608, -2.80855, -7.44020], [-8.23211, -8.33932, 2.63602], [-5.30351, -7.98487, 4.42215], [9.05323, 5.20560, -2.52919], [-2.57437, -0.03917, 8.04751], [-1.34184, -6.36942, -6.29086], [-1.14987, 5.37870, 0.63995], [-3.92474, -3.02318, 2.19716], [0.39543, -2.96172, 4.31229], [2.26275, -4.34166, 6.90807], [0.33358, -2.02818, 8.42813], [-0.79831, -2.21012, -7.27592], [0.01036, 6.65304, 0.35885], [1.04956, -3.59805, 8.45388], [-3.63815, -5.74160, -6.38690], [-3.38435, -6.64577, -7.82057], [9.05049, 5.03968, 1.11189], [11.05190, 4.34719, 2.61114], [9.29241, 2.15001, -0.15221], [11.37000, 4.41474, -1.86267], [-2.59062, 7.44839, 0.53926], [-7.68179, -7.66214, -0.18665], [1.09681, -6.40180, -5.64702], [-3.60481, -4.97573, -7.95100], [6.89813, 4.51840, -1.82248], [6.94729, 5.33778, -0.29002], [1.71131, -0.61399, 6.92703], [0.18203, 8.85847, 1.31252], [-1.78335, 1.34325, 7.40477], [-4.34350, -2.50095, 0.65365], [-0.44748, 8.73407, 5.53886], [-0.42283, -3.61126, 7.88496], [0.57317, -5.35140, -4.40249], [-1.55758, -2.84135, -5.10972], [7.93063, 1.88142, -3.64493], [9.44609, 6.14214, -1.03160], [-8.48153, -5.24593, 0.74026], [-3.37873, 10.17822, -2.15901], [3.63006, -2.39642, 4.81635], [-6.08495, -6.98512, 0.08886], [7.96171, 3.29716, 0.28611], [-6.79251, -3.53789, 0.13118], [-0.75339, 10.10227, 4.43109], [2.75764, -3.78890, 4.18695], [-6.32850, -6.01119, 3.64549], [-2.86766, 0.33691, 6.30913], [-5.13007, -8.81724, 2.88661], [-0.96320, -5.91916, -7.97999], [-9.39120, -5.61944, 3.24078], [0.95112, -4.56583, -7.44708], [-6.68910, -8.48143, 0.93597], [-1.02612, 8.85425, -0.70237], [-9.16219, -7.45065, 1.54061], [6.75074, 6.20077, -1.86153], [-3.66380, -4.19164, 0.91790], [-2.44757, 11.53482, -1.50327]], "total_charge": 3, "e_tot_ha": -4114.29062}

{"formula": "C32H50N11S3Sr", "method": "the ωB97M-V functional and the def2-TZVPD basis", "species": ["Sr", "S", "S", "S", "N", "N", "N", "N", "N", "N", "N", "N", "N", "N", "N", "C", "C", "C", "C", "C", "C", "C", "C", "C", "C", "C", "C", "C", "C", "C", "C", "C", "C", "C", "C", "C", "C", "C", "C", "C", "C", "C", "C", "C", "C", "C", "C", "H", "H", "H", "H", "H", "H", "H", "H", "H", "H", "H", "H", "H", "H", "H", "H", "H", "H", "H", "H", "H", "H", "H", "H", "H", "H", "H", "H", "H", "H", "H", "H", "H", "H", "H", "H", "H", "H", "H", "H", "H", "H", "H", "H", "H", "H", "H", "H", "H", "H"], "positions_angstrom": [[-0.39831, 0.35734, -0.75498], [-1.33209, 1.28984, -3.15484], [-2.42960, 2.04288, 0.08754], [-0.11672, -2.38607, -1.80825], [1.69673, -4.29043, -1.96845], [1.35130, 1.44033, 3.23266], [1.66161, 1.87824, 0.03034], [1.80099, 1.12147, 5.61430], [-2.33795, -2.82396, 1.51757], [-4.07636, -0.23354, -1.92755], [2.64736, -2.23670, -1.84073], [-0.53369, -3.42410, 2.72961], [2.65777, -0.88023, -1.80309], [3.44052, 1.74312, 4.19364], [-1.18266, -1.08392, 2.53212], [-7.18915, -0.53511, -0.02426], [-2.36200, 3.74430, -3.75171], [-3.02926, -1.95736, 0.58853], [-2.15848, 2.77439, -2.60752], [0.55964, 1.54564, 6.23139], [-3.26683, 4.40063, -1.07253], [2.07667, 1.43338, 4.26750], [-2.02377, -4.17840, 1.10206], [1.93282, -1.01453, 0.54162], [4.12689, 1.59881, 2.93188], [2.53108, 1.16476, -0.68031], [-0.07838, -3.49352, 4.10828], [3.46171, -5.01930, -0.36797], [-5.93972, -0.09788, -0.42177], [1.54961, -2.92430, -1.85527], [2.82112, 3.87306, -0.52711], [-5.32943, -0.63195, -1.56965], [-7.87731, -1.50648, -0.74538], [1.78725, 3.20463, 0.09605], [2.96884, -4.95405, -1.81199], [-1.18385, -4.65214, 2.27391], [2.32887, -0.29852, -0.70667], [-0.11009, -0.56892, 3.35465], [2.98685, 1.41336, 6.40767], [4.10029, 1.27413, 5.38841], [-7.28005, -2.03385, -1.88322], [3.73213, 3.13365, -1.27373], [-6.02736, -1.60995, -2.29411], [-0.00998, 0.95695, 3.17753], [-2.57678, 3.07390, -1.36259], [-1.31833, -2.33342, 2.30301], [3.59230, 1.76624, -1.36419], [0.68773, -2.75585, 4.32322], [2.74314, -5.54845, 0.26170], [0.84753, -4.80849, -1.83136], [-7.63692, -0.10773, 0.86567], [-2.83443, 3.22318, -4.58723], [-8.85641, -1.84160, -0.42843], [-0.27684, -0.80653, 4.41198], [1.02414, 3.71941, 0.66704], [0.35727, -4.48025, 4.26701], [-5.56965, -2.03372, -3.18090], [-0.30052, 1.08573, 5.75685], [3.58979, -4.01143, 0.02546], [-5.40511, 0.65872, 0.14211], [3.07690, 0.72215, 7.24667], [-0.44336, -5.40492, 2.00117], [-3.50485, 4.46118, -0.01332], [-3.69347, -0.44248, -2.83370], [-7.79774, -2.79005, -2.46251], [4.26536, 1.15239, -1.94391], [4.42130, -5.53807, -0.30858], [2.90417, 4.94822, -0.44788], [-2.48314, -1.86242, -0.35689], [-1.82560, -5.05698, 3.06946], [2.86690, -5.96390, -2.21662], [-2.63364, 5.25552, -1.32837], [3.41395, 1.77514, 2.13068], [2.01487, -0.35951, 1.40611], [3.70068, -4.42466, -2.42361], [-0.67435, 1.46028, 3.88899], [2.60620, -1.87109, 0.65307], [-3.15169, -0.96974, 1.02678], [-2.93288, -4.76601, 0.96770], [-1.39408, 4.10307, -4.11413], [4.94022, 2.32276, 2.85911], [0.57527, 1.22914, 7.27488], [0.86054, -1.00775, 3.09344], [4.54664, 3.63188, -1.78535], [-0.45242, 1.18922, 2.20720], [-4.20029, 4.50184, -1.63403], [2.95398, 2.44039, 6.79854], [4.54384, 0.58876, 2.81593], [-4.00789, -2.37644, 0.35522], [-2.97276, 4.60656, -3.48696], [4.97786, 1.87691, 5.62655], [-1.45130, -4.17318, 0.16796], [-0.90394, -3.36546, 4.82096], [0.43610, 2.63567, 6.20271], [4.41584, 0.22389, 5.28720], [-3.65727, 0.56470, -1.46273], [0.94879, -1.50036, 0.52061]], "total_charge": -1, "e_tot_ha": -3077.09445}

Relative energy (zero: lowest compared OMol25 entry of this formula, charge and spin): 179.8 503.6 119.5 28.8 830.0 124.0 (kJ/mol)